Entry 1:
{"formula": "C11H22Cl2I2NP2Tc", "method": "ωB97M-V with the def2-TZVPD basis set", "largest_force_ha_per_bohr": 0.0881, "homo_ev": [-17.41, -18.50], "multiplicity": 4, "lumo_energy_ev": [-12.7, -13.3], "energy_ha": -2765.24202, "total_charge": 3, "gap_ev": [4.66, 5.17], "symbols": ["I", "I", "Tc", "P", "C", "C", "H", "H", "H", "H", "H", "H", "C", "H", "H", "H", "P", "C", "C", "H", "H", "H", "C", "H", "H", "H", "H", "H", "H", "Cl", "Cl", "C", "C", "C", "C", "N", "C", "H", "H", "H", "H"], "positions_angstrom": [[2.527, -2.899, -1.008], [2.361, -2.515, 1.817], [-0.352, 0.368, 0.647], [1.647, 1.361, 0.943], [3.223, 0.572, 0.499], [1.531, 2.949, 0.020], [2.368, 3.555, 0.406], [2.670, 2.877, 2.496], [0.556, 3.434, 0.219], [1.067, 2.333, 3.099], [3.130, 0.056, -0.459], [1.627, 2.772, -1.066], [1.994, 2.020, 2.611], [4.045, 1.291, 0.467], [2.459, 1.237, 3.218], [3.447, -0.228, 1.228], [-1.494, -1.497, 1.139], [-0.852, -3.155, 0.746], [-2.045, -1.685, 2.868], [-3.510, -0.283, 0.503], [-3.787, -2.075, 0.747], [-3.010, -1.440, -0.778], [-3.130, -1.304, 0.311], [-2.224, -0.699, 3.307], [-2.970, -2.277, 2.866], [-1.631, -3.922, 0.765], [-0.047, -3.413, 1.458], [-1.259, -2.185, 3.441], [-0.363, -3.135, -0.232], [-1.806, 2.068, 1.094], [-2.463, 2.406, -4.226], [-1.377, 1.336, -3.443], [-0.531, 0.538, -4.221], [0.298, -0.325, -3.529], [0.307, -0.344, -2.141], [-0.500, 0.448, -1.443], [-1.360, 1.286, -2.061], [-0.527, 0.574, -5.312], [0.975, -1.016, -3.996], [0.969, -1.005, -1.562], [-1.967, 1.919, -1.434]]}

***

Entry 2:
{"formula": "C11H22Cl4FO9Pd", "method": "ωB97M-V with the def2-TZVPD basis set", "largest_force_ha_per_bohr": 0.0565, "homo_ev": [-12.48, -12.48], "multiplicity": 3, "lumo_energy_ev": [-4.1, -7.0], "energy_ha": -3177.63884, "total_charge": 1, "gap_ev": [8.35, 5.49], "symbols": ["Pd", "F", "C", "O", "C", "O", "O", "C", "H", "H", "H", "H", "H", "H", "C", "O", "C", "O", "O", "C", "H", "H", "H", "H", "H", "H", "C", "O", "C", "O", "O", "C", "H", "H", "H", "H", "H", "H", "C", "Cl", "Cl", "H", "H", "C", "Cl", "Cl", "H", "H"], "positions_angstrom": [[1.143, -1.639, -0.442], [0.064, -1.193, 1.329], [2.506, 0.146, 2.844], [3.406, 0.886, 2.003], [3.489, 0.669, 0.690], [2.728, -0.112, 0.125], [4.424, 1.372, 0.094], [5.249, 2.353, 0.724], [1.470, 0.434, 2.667], [2.753, 0.503, 3.844], [2.511, -0.938, 2.737], [4.621, 3.044, 1.287], [5.709, 2.944, -0.067], [5.917, 1.840, 1.416], [-1.296, -1.173, -4.612], [-2.205, -1.586, -3.570], [-1.810, -1.887, -2.291], [-0.676, -1.777, -1.844], [-2.893, -2.080, -1.517], [-2.767, -2.401, -0.123], [-0.309, -1.610, -4.458], [-1.173, -0.094, -4.700], [-1.593, -1.447, -5.625], [-2.184, -3.302, 0.067], [-3.742, -2.378, 0.364], [-2.210, -1.744, 0.544], [-1.387, 1.563, -0.547], [-0.678, 2.147, -1.658], [0.268, 1.447, -2.363], [0.767, 0.386, -1.959], [0.555, 2.003, -3.508], [-0.013, 3.310, -3.847], [-1.934, 0.689, -0.898], [-2.039, 2.195, 0.057], [-0.582, 1.168, 0.072], [0.258, 3.988, -3.037], [-1.100, 3.342, -3.918], [0.326, 3.680, -4.814], [-0.753, -2.954, 4.162], [-0.680, -4.613, 3.480], [-1.928, -2.819, 5.442], [0.172, -2.739, 4.698], [-0.914, -2.164, 3.429], [-2.536, 0.129, 2.664], [-4.195, 0.304, 1.909], [-2.675, 0.049, 4.448], [-2.216, -0.862, 2.342], [-1.848, 0.919, 2.362]]}

***

Entry 3:
{"formula": "C11H22Cl4O9", "method": "ωB97M-V with the def2-TZVPD basis set", "largest_force_ha_per_bohr": 0.1121, "homo_ev": [-13.10, -13.10], "multiplicity": 2, "lumo_energy_ev": [-4.4, -10.5], "energy_ha": -2949.83103, "total_charge": 1, "gap_ev": [8.70, 2.63], "symbols": ["C", "O", "C", "O", "O", "C", "H", "H", "H", "H", "H", "H", "C", "O", "C", "O", "O", "C", "H", "H", "H", "H", "H", "H", "C", "O", "C", "O", "O", "C", "H", "H", "H", "H", "H", "H", "C", "Cl", "Cl", "H", "H", "C", "Cl", "Cl", "H", "H"], "positions_angstrom": [[-8.336, 15.898, 0.493], [-9.730, 15.918, 0.349], [-10.166, 16.150, -0.890], [-9.483, 16.421, -1.884], [-11.491, 16.104, -0.836], [-12.231, 16.258, -2.030], [-7.949, 15.569, 1.457], [-8.007, 16.901, 0.221], [-7.965, 15.178, -0.238], [-13.207, 15.776, -1.977], [-11.675, 15.804, -2.851], [-12.468, 17.313, -2.166], [-10.404, 8.730, -5.158], [-10.919, 8.720, -3.804], [-11.097, 7.521, -3.181], [-10.941, 6.395, -3.683], [-11.359, 7.838, -1.870], [-11.454, 6.766, -0.928], [-10.875, 7.977, -5.789], [-9.340, 8.535, -5.021], [-10.691, 9.721, -5.508], [-12.029, 5.932, -1.329], [-11.983, 7.079, -0.028], [-10.423, 6.427, -0.824], [-11.349, 12.626, -1.765], [-12.559, 12.903, -2.425], [-13.796, 12.683, -1.935], [-14.040, 12.341, -0.754], [-14.728, 12.857, -2.973], [-16.053, 12.646, -2.676], [-11.136, 11.562, -1.662], [-11.275, 13.144, -0.809], [-10.475, 12.941, -2.336], [-16.264, 11.681, -2.215], [-16.663, 12.621, -3.579], [-16.432, 13.441, -2.035], [-15.757, 11.915, -8.235], [-17.208, 12.390, -9.198], [-15.871, 12.668, -6.597], [-15.794, 10.828, -8.159], [-14.871, 12.366, -8.682], [-12.751, 13.409, -5.948], [-11.440, 14.513, -5.545], [-12.158, 11.721, -6.167], [-13.552, 13.429, -5.210], [-13.249, 13.704, -6.872]]}

***

Entry 4:
{"formula": "C11H22N", "method": "ωB97M-V with the def2-TZVPD basis set", "largest_force_ha_per_bohr": 0.0941, "homo_ev": [-12.15, -11.02], "lumo_energy_ev": [-3.8, -5.3], "energy_ha": -486.56218, "total_charge": 1, "gap_ev": [8.38, 5.71], "symbols": ["C", "C", "C", "C", "C", "C", "C", "C", "C", "C", "C", "N", "H", "H", "H", "H", "H", "H", "H", "H", "H", "H", "H", "H", "H", "H", "H", "H", "H", "H", "H", "H", "H", "H"], "positions_angstrom": [[-1.182, -2.507, 1.183], [-1.661, -3.347, 0.198], [-0.868, -1.267, 1.650], [-1.373, -0.627, 2.888], [2.268, 2.215, -1.229], [0.016, 0.352, -2.154], [-0.574, 2.647, -1.490], [1.375, -2.220, 0.729], [-1.317, 1.077, -0.083], [1.336, 1.485, -0.326], [-0.064, 1.341, -0.966], [0.186, -2.290, 1.617], [-1.474, -4.442, 0.204], [-2.543, -3.101, -0.377], [-1.270, -1.287, 3.803], [-2.496, -0.415, 2.792], [-1.020, 0.285, 3.107], [2.778, 1.527, -2.010], [1.745, 3.052, -1.686], [3.155, 2.494, -0.633], [-0.876, 0.654, -2.771], [-0.021, -0.710, -1.817], [0.886, 0.542, -2.688], [-0.209, 2.611, -2.488], [-1.695, 2.844, -1.647], [-0.049, 3.482, -0.895], [1.089, -1.806, -0.213], [2.168, -1.483, 1.233], [1.841, -3.217, 0.673], [-2.140, 0.683, -0.585], [-1.284, 1.412, 0.901], [1.193, 2.231, 0.475], [1.710, 0.532, 0.132], [0.373, -2.748, 2.475]]}

***

Entry 5:
{"formula": "C11H22N", "method": "ωB97M-V with the def2-TZVPD basis set", "smiles": "CC(C)C[C@@]1(C)C[C@@H]2[C@@H](C)[N@@+]21C", "largest_force_ha_per_bohr": 0.0899, "homo_ev": -14.05, "lumo_energy_ev": -2.3, "energy_ha": -486.72418, "total_charge": 1, "gap_ev": 11.71, "symbols": ["C", "C", "C", "C", "C", "C", "C", "C", "C", "C", "N", "C", "H", "H", "H", "H", "H", "H", "H", "H", "H", "H", "H", "H", "H", "H", "H", "H", "H", "H", "H", "H", "H", "H"], "positions_angstrom": [[2.745, 2.009, 0.089], [2.159, 0.733, 0.484], [3.105, 0.005, 1.500], [0.695, 0.678, 0.755], [-0.063, 0.116, -0.363], [-0.273, 0.949, -1.553], [0.371, -1.408, -0.548], [-1.088, -1.850, -0.125], [-2.175, -1.380, -0.981], [-3.569, -1.917, -0.791], [-1.493, -0.479, -0.012], [-2.368, 0.195, 0.955], [2.588, 2.858, 0.843], [2.465, 2.306, -0.854], [3.881, 1.970, -0.034], [2.285, 0.065, -0.468], [2.581, -0.112, 2.504], [3.990, 0.640, 1.554], [3.375, -0.958, 1.105], [0.342, 1.643, 1.027], [0.519, 0.099, 1.632], [0.093, 0.589, -2.578], [0.091, 1.932, -1.527], [-1.343, 1.176, -1.619], [1.015, -1.727, 0.214], [0.677, -1.785, -1.552], [-1.325, -2.506, 0.613], [-2.063, -0.875, -1.987], [-3.863, -2.213, 0.177], [-3.590, -2.722, -1.441], [-4.300, -1.235, -1.269], [-1.768, 0.340, 1.887], [-2.586, 1.153, 0.521], [-3.190, -0.547, 1.244]]}

***

Entry 6:
{"formula": "C11H22N2O5S", "method": "ωB97M-V with the def2-TZVPD basis set", "largest_force_ha_per_bohr": 0.0730, "homo_ev": -9.31, "lumo_energy_ev": 0.6, "energy_ha": -1316.02171, "gap_ev": 9.91, "symbols": ["N", "C", "C", "C", "O", "S", "O", "O", "C", "C", "C", "O", "O", "C", "C", "C", "C", "C", "N", "H", "H", "H", "H", "H", "H", "H", "H", "H", "H", "H", "H", "H", "H", "H", "H", "H", "H", "H", "H", "H", "H"], "positions_angstrom": [[1.342, -2.952, 1.002], [1.116, -2.593, -0.227], [1.965, -1.459, -0.897], [1.127, -0.453, -1.789], [1.925, -0.113, -2.942], [3.025, 1.116, -2.691], [4.279, 0.634, -3.361], [3.452, 1.259, -1.081], [2.553, 2.140, -0.373], [1.300, 1.322, 0.213], [0.495, 2.414, 1.075], [-0.120, 1.872, 2.247], [0.802, 1.737, 3.270], [0.475, 0.769, -1.019], [-1.059, 0.482, -0.643], [-1.241, -0.491, 0.587], [-2.627, -0.256, 1.356], [-3.779, -0.691, 0.367], [-3.784, -2.159, 0.098], [0.679, -3.707, 1.243], [0.262, -3.115, -0.748], [2.669, -1.993, -1.611], [2.623, -0.984, -0.126], [0.259, -1.062, -2.193], [2.199, 2.964, -1.061], [3.107, 2.531, 0.523], [1.627, 0.527, 0.938], [1.290, 3.139, 1.442], [-0.205, 3.029, 0.444], [0.801, 0.807, 3.572], [0.411, 1.626, -1.766], [-1.578, 1.463, -0.405], [-1.565, 0.100, -1.577], [-0.390, -0.460, 1.321], [-1.325, -1.537, 0.164], [-2.713, 0.806, 1.712], [-2.643, -0.990, 2.220], [-3.687, -0.166, -0.631], [-4.815, -0.437, 0.755], [-4.635, -2.450, -0.374], [-3.618, -2.669, 0.963]]}

***

Entry 7:
{"formula": "C11H22N4O4", "method": "ωB97M-V with the def2-TZVPD basis set", "smiles": "NCCCC[C@H](N)C(=O)N[C@@H](CCC(N)=O)C(=O)O", "largest_force_ha_per_bohr": 0.0733, "homo_ev": -9.12, "lumo_energy_ev": 0.5, "energy_ha": -952.39545, "gap_ev": 9.58, "symbols": ["N", "C", "C", "C", "C", "C", "N", "C", "O", "N", "C", "C", "C", "C", "N", "O", "C", "O", "O", "H", "H", "H", "H", "H", "H", "H", "H", "H", "H", "H", "H", "H", "H", "H", "H", "H", "H", "H", "H", "H", "H"], "positions_angstrom": [[3.724, 2.141, -0.377], [3.815, 0.727, -0.308], [2.452, -0.007, -0.339], [2.568, -1.510, -0.196], [1.253, -2.247, -0.430], [0.300, -2.250, 0.773], [-0.641, -3.342, 0.594], [-0.483, -0.936, 0.906], [-0.231, -0.097, 1.713], [-1.507, -0.816, -0.066], [-2.529, 0.194, 0.037], [-2.231, 1.311, -1.021], [-1.020, 2.178, -0.806], [-1.159, 3.060, 0.422], [-0.430, 2.695, 1.517], [-1.856, 4.064, 0.411], [-3.908, -0.376, -0.170], [-4.971, 0.180, -0.167], [-3.875, -1.713, -0.447], [3.196, 2.523, 0.390], [3.295, 2.400, -1.253], [4.364, 0.306, -1.157], [4.403, 0.488, 0.597], [1.951, 0.310, -1.287], [1.890, 0.449, 0.466], [3.296, -1.887, -0.922], [2.972, -1.750, 0.807], [1.529, -3.292, -0.666], [0.728, -1.941, -1.359], [0.844, -2.308, 1.716], [-0.139, -4.231, 0.657], [-1.215, -3.351, 1.439], [-1.752, -1.696, -0.464], [-2.578, 0.617, 1.055], [-2.132, 0.854, -2.018], [-3.173, 1.893, -1.105], [-0.850, 2.801, -1.689], [-0.154, 1.519, -0.720], [-0.235, 1.724, 1.641], [-0.674, 3.192, 2.365], [-4.834, -1.877, -0.535]]}

***

Entry 8:
{"formula": "C11H22N4O4", "method": "ωB97M-V with the def2-TZVPD basis set", "smiles": "NCCCC[C@H](NC(=O)[C@@H](N)CCC(N)=O)C(=O)O", "largest_force_ha_per_bohr": 0.0352, "homo_ev": -9.46, "lumo_energy_ev": 0.4, "energy_ha": -952.39820, "gap_ev": 9.90, "symbols": ["N", "C", "C", "C", "C", "C", "N", "C", "O", "C", "N", "C", "C", "C", "N", "O", "C", "O", "O", "H", "H", "H", "H", "H", "H", "H", "H", "H", "H", "H", "H", "H", "H", "H", "H", "H", "H", "H", "H", "H", "H"], "positions_angstrom": [[-5.275, -2.142, 0.231], [-5.013, -1.011, -0.647], [-3.503, -0.764, -0.782], [-2.849, -0.462, 0.566], [-1.318, -0.281, 0.490], [-0.872, 1.042, -0.179], [0.397, 0.932, -0.875], [1.544, 0.823, -0.145], [1.527, 0.448, 1.018], [2.824, 1.303, -0.854], [3.018, 2.717, -0.529], [4.023, 0.479, -0.406], [3.895, -1.020, -0.745], [4.226, -1.967, 0.407], [3.540, -1.706, 1.566], [5.035, -2.872, 0.318], [-0.795, 2.271, 0.744], [-0.139, 3.241, 0.460], [-1.558, 2.268, 1.858], [-6.289, -2.226, 0.388], [-4.979, -3.028, -0.196], [-5.428, -1.123, -1.668], [-5.482, -0.122, -0.205], [-3.006, -1.643, -1.205], [-3.379, 0.035, -1.526], [-3.077, -1.270, 1.271], [-3.329, 0.471, 0.980], [-0.897, -1.116, -0.096], [-0.854, -0.360, 1.452], [-1.611, 1.305, -0.963], [0.455, 1.477, -1.740], [2.694, 1.206, -1.937], [3.206, 2.794, 0.490], [2.213, 3.267, -0.713], [4.173, 0.600, 0.691], [4.894, 0.920, -0.873], [2.877, -1.266, -1.073], [4.567, -1.304, -1.576], [3.672, -2.313, 2.352], [2.808, -0.988, 1.624], [-1.936, 1.385, 2.026]]}